# C4H4ClOPS

C4H4ClOPS in the gas phase at a distorted geometry (ωB97M-V/def2-TZVPD, the Open Molecules 2025 dataset).

Cartesian coordinates (Å):
C: -1.2296 -0.0179 1.1612
C: 0.1241 0.2279 1.3892
C: -1.3598 -1.0436 0.2541
C: 0.9987 -0.5134 0.6189
O: 3.8020 -1.6319 -0.4205
P: 3.2229 -0.5256 0.6807
S: 0.1566 -1.6556 -0.3095
Cl: 3.6826 1.1643 -0.3212
H: -2.0635 0.4470 1.6985
H: 0.4749 1.0268 1.9945
H: -2.2738 -1.1761 -0.2201
H: 4.1530 -2.4683 -0.1257

Output
HOMO energy ... -8.662 eV
SMILES ... OP(Cl)c1cccs1
Net charge ... 0
E ... -1429.77850 Eh
M ... 166.57 g/mol